Formula: C24H44ClO16S4
Source: OMol25
Level of theory: the ωB97M-V functional and the def2-TZVPD basis

E_LUMO (eV): 1.978
Frontier orbital gap (eV): 9.30
Total charge: -1
HOMO (eV): -7.3

Geometry (Å):
Cl  12.789  5.433  -26.360
O  13.222  5.717  -27.724
O  11.992  6.545  -25.884
O  12.017  4.219  -26.267
O  13.990  5.273  -25.554
O  9.551  4.582  -31.212
S  9.899  3.451  -32.036
O  9.391  3.310  -33.373
O  11.485  3.376  -32.166
C  12.289  3.690  -31.011
C  12.906  5.070  -31.134
C  9.542  1.948  -31.097
H  13.114  2.977  -31.034
H  11.717  3.555  -30.095
H  12.142  5.851  -31.135
H  13.418  5.191  -32.091
H  13.616  5.253  -30.329
H  10.088  1.111  -31.523
H  8.479  1.726  -31.162
H  9.797  2.132  -30.056
O  8.018  5.769  -22.407
S  8.801  4.566  -22.542
O  8.871  3.609  -21.457
O  8.319  3.780  -23.889
C  8.402  2.354  -23.861
C  7.911  1.890  -25.236
C  10.444  5.013  -23.079
H  7.857  1.861  -23.058
H  9.459  2.083  -23.767
H  7.610  0.844  -25.204
H  8.701  2.020  -25.975
H  7.079  2.523  -25.545
H  10.376  6.014  -23.496
H  10.795  4.270  -23.789
H  11.078  5.060  -22.194
O  11.127  8.545  -31.242
S  10.540  8.859  -29.965
O  10.906  10.036  -29.231
O  8.929  9.059  -30.241
C  8.197  7.918  -30.687
C  6.889  7.933  -29.883
C  10.558  7.411  -28.850
H  8.692  6.970  -30.486
H  7.968  8.010  -31.749
H  6.184  7.167  -30.205
H  6.370  8.875  -30.076
H  7.175  7.863  -28.835
H  9.788  7.650  -28.116
H  11.460  7.631  -28.277
H  10.458  6.475  -29.379
O  13.682  8.281  -20.752
S  14.666  7.657  -21.596
O  16.085  7.806  -21.320
O  14.289  6.092  -21.583
C  15.113  5.196  -22.334
C  14.299  3.904  -22.439
C  14.290  8.003  -23.328
H  16.067  5.003  -21.843
H  15.320  5.517  -23.357
H  14.623  3.243  -23.244
H  13.323  4.188  -22.846
H  14.140  3.394  -21.493
H  15.168  7.626  -23.853
H  14.364  9.073  -23.512
H  13.354  7.499  -23.526
C  7.135  6.393  -25.865
C  5.979  6.031  -26.553
C  6.106  5.276  -27.735
C  7.318  4.729  -28.130
C  8.461  5.044  -27.409
C  8.336  5.849  -26.289
H  7.134  6.967  -24.948
H  5.004  6.421  -26.298
H  5.215  5.113  -28.329
H  7.381  4.221  -29.086
H  9.479  4.730  -27.610
H  9.259  6.004  -25.737
C  18.089  0.695  -23.921
C  17.045  0.453  -24.813
C  16.423  1.528  -25.425
C  16.672  2.838  -25.012
C  17.625  3.045  -24.039
C  18.393  2.005  -23.537
H  18.611  -0.093  -23.391
H  16.743  -0.571  -24.986
H  15.651  1.300  -26.150
H  16.121  3.681  -25.410
H  17.872  4.028  -23.650
H  19.113  2.127  -22.739



Formula: C24H44F3N2O14P3
Source: OMol25
Level of theory: the ωB97M-V functional and the def2-TZVPD basis

SMILES: CCCCOc1nc2ccccc2nc1C[C@@H](O)C(F)(F)F.COP(=O)(OC)OC.COP(=O)(OC)OC.COP(=O)(OC)OC
E_LUMO (eV): -0.588
ΔE to the lowest compared entry with this formula, charge and spin (kcal/mol): 0.0
Frontier orbital gap (eV): 8.23
HOMO (eV): -8.8

Geometry (Å):
C  10.361  2.741  -7.190
C  8.933  3.278  -7.411
C  7.905  2.276  -6.789
C  6.996  1.809  -7.920
O  6.162  0.672  -7.608
C  5.431  0.930  -6.474
N  4.583  1.905  -6.510
C  3.950  2.077  -5.309
C  3.016  3.133  -5.184
C  2.356  3.390  -4.017
C  2.570  2.563  -2.885
C  3.471  1.543  -2.991
C  4.183  1.283  -4.181
N  5.096  0.266  -4.206
C  5.701  0.092  -5.343
C  6.722  -1.016  -5.497
C  6.812  -1.963  -4.300
O  5.596  -2.513  -3.890
C  7.747  -3.145  -4.671
F  9.042  -2.830  -4.555
F  7.472  -4.217  -3.929
F  7.561  -3.548  -5.951
H  11.135  3.500  -7.285
H  10.410  2.345  -6.173
H  10.520  1.890  -7.856
H  8.712  3.474  -8.460
H  8.866  4.210  -6.846
H  7.380  2.836  -6.016
H  8.454  1.420  -6.398
H  6.375  2.624  -8.300
H  7.631  1.503  -8.755
H  2.838  3.763  -6.048
H  1.673  4.230  -4.008
H  2.022  2.772  -1.978
H  3.658  0.926  -2.120
H  6.519  -1.524  -6.441
H  7.694  -0.527  -5.620
H  7.323  -1.429  -3.496
H  4.990  -2.552  -4.635
C  -3.465  -1.192  -2.694
O  -2.049  -1.416  -2.567
P  -1.266  -0.654  -1.306
O  -0.646  0.512  -1.990
O  -0.270  -1.900  -1.094
C  0.508  -2.368  -2.192
O  -1.098  -0.296  0.290
C  -2.108  0.558  0.868
H  -3.820  -1.750  -3.557
H  -3.994  -1.547  -1.807
H  -3.671  -0.130  -2.845
H  0.770  -1.555  -2.870
H  -0.037  -3.141  -2.736
H  1.421  -2.800  -1.788
H  -3.098  0.121  0.729
H  -2.075  1.550  0.416
H  -1.912  0.646  1.934
C  -4.292  -2.590  6.914
O  -4.144  -1.161  6.824
P  -2.989  -0.570  5.781
O  -1.868  -0.249  6.704
O  -3.869  0.707  5.370
C  -4.337  1.589  6.387
O  -2.281  -0.562  4.297
C  -1.641  -1.802  3.923
H  -5.078  -2.804  7.632
H  -4.579  -3.003  5.945
H  -3.362  -3.053  7.252
H  -3.639  1.639  7.223
H  -5.317  1.267  6.741
H  -4.432  2.579  5.946
H  -2.358  -2.624  3.973
H  -0.797  -2.006  4.583
H  -1.284  -1.709  2.900
C  -11.225  -2.120  8.934
O  -9.843  -1.842  8.641
P  -9.483  -0.331  8.041
O  -9.356  -0.596  6.583
O  -8.081  -0.248  8.820
C  -7.115  -1.272  8.618
O  -9.626  1.303  8.124
C  -10.946  1.842  7.922
H  -11.293  -3.137  9.311
H  -11.603  -1.438  9.699
H  -11.832  -2.031  8.030
H  -7.170  -1.680  7.607
H  -7.256  -2.070  9.348
H  -6.129  -0.834  8.767
H  -11.655  1.421  8.636
H  -11.283  1.640  6.903
H  -10.893  2.916  8.075



Formula: C24H44F5INO9P
Source: OMol25
Level of theory: the ωB97M-V functional and the def2-TZVPD basis

SMILES: NCCO[P@@](=O)(OCC(=O)I)OC(F)(F)c1cccc(C(F)(F)F)c1.CC(C)O.CC(C)O.CC(C)O.CC(C)O
E_LUMO (eV): -0.880
Frontier orbital gap (eV): 8.69
HOMO (eV): -9.6

Geometry (Å):
N  3.504  -1.853  0.752
C  3.379  -0.795  1.854
C  4.350  0.509  1.640
O  5.011  0.573  0.314
P  4.036  1.558  -0.797
O  4.205  3.054  -0.286
O  4.756  1.475  -2.380
C  5.263  0.131  -2.699
C  4.801  -0.378  -4.223
O  4.763  -1.689  -4.493
I  4.241  0.995  -5.833
O  2.415  0.931  -0.687
C  1.472  1.651  -1.557
F  1.837  1.676  -2.994
F  1.121  3.020  -1.036
C  0.039  0.792  -1.474
C  -0.445  0.407  0.071
C  -1.808  -0.481  0.406
C  -2.694  -0.966  -0.925
C  -2.207  -0.577  -2.459
C  -3.110  -1.130  -3.737
F  -3.679  0.012  -4.489
F  -2.161  -1.974  -4.549
F  -4.113  -2.073  -3.181
C  -0.832  0.315  -2.778
H  2.916  -1.558  -0.084
H  2.961  -2.683  1.137
H  3.456  -1.281  2.941
H  2.254  -0.402  1.786
H  3.656  1.464  1.713
H  5.159  0.550  2.486
H  4.923  -0.716  -1.967
H  6.450  0.226  -2.769
H  0.207  0.727  1.019
H  -2.133  -0.784  1.509
H  -3.664  -1.586  -0.691
H  -0.474  0.584  -3.859
C  1.888  5.820  -0.481
C  0.732  6.303  0.379
C  0.324  7.722  0.014
O  1.114  6.261  1.752
H  2.772  6.451  -0.341
H  2.179  4.802  -0.198
H  1.620  5.825  -1.542
H  -0.125  5.631  0.257
H  1.153  8.421  0.172
H  -0.501  8.061  0.649
H  0.009  7.784  -1.032
H  1.874  6.855  1.870
C  -3.995  -1.137  5.279
C  -2.480  -1.011  5.231
C  -1.993  0.143  6.092
O  -2.066  -0.802  3.883
H  -4.476  -0.230  4.897
H  -4.332  -1.964  4.645
H  -4.344  -1.315  6.301
H  -2.022  -1.945  5.573
H  -2.403  1.096  5.739
H  -0.902  0.230  6.038
H  -2.282  0.004  7.138
H  -2.469  0.025  3.571
C  -4.499  -0.723  -8.142
C  -3.952  -2.065  -8.603
C  -4.980  -3.172  -8.426
O  -2.783  -2.381  -7.852
H  -4.758  -0.749  -7.078
H  -3.745  0.062  -8.264
H  -5.391  -0.443  -8.712
H  -3.658  -2.000  -9.656
H  -5.256  -3.285  -7.372
H  -4.568  -4.134  -8.750
H  -5.885  -2.965  -9.004
H  -3.035  -2.440  -6.915
C  0.728  -5.108  5.616
C  1.548  -3.871  5.947
C  1.454  -3.522  7.423
O  1.079  -2.772  5.170
H  -0.332  -4.946  5.838
H  0.796  -5.341  4.548
H  1.075  -5.976  6.186
H  2.596  -4.041  5.675
H  0.419  -3.304  7.709
H  2.039  -2.623  7.644
H  1.823  -4.342  8.047
H  0.149  -2.615  5.405



Formula: C24H44LiN2O16
Source: OMol25
Level of theory: the ωB97M-V functional and the def2-TZVPD basis

E_LUMO (eV): -3.490
ΔE to the lowest compared entry with this formula, charge and spin (kcal/mol): 0.0
Frontier orbital gap (eV): 8.24
Total charge: +1
HOMO (eV): -11.7

Geometry (Å):
C  0.114  -4.179  1.445
C  -1.288  -3.769  0.884
N  -1.649  -4.308  -0.404
C  -0.793  -3.946  -1.502
C  -1.467  -5.855  -0.316
C  -2.194  -6.555  0.886
C  -3.078  -4.069  -0.682
C  -3.497  -2.619  -1.027
O  -4.893  -2.586  -1.296
C  -5.437  -1.349  -1.320
H  1.093  -3.879  0.756
H  0.045  -5.323  1.721
H  0.394  -3.810  2.339
H  -1.234  -2.623  0.840
H  -2.049  -3.951  1.583
H  -1.308  -4.288  -2.369
H  0.046  -4.436  -1.256
H  -0.678  -2.891  -1.480
H  -0.513  -6.080  -0.219
H  -1.763  -6.309  -1.109
H  -1.798  -6.387  1.812
H  -1.875  -7.560  0.653
H  -3.306  -6.612  0.870
H  -3.703  -4.356  0.099
H  -3.260  -4.510  -1.707
H  -2.867  -2.220  -1.749
H  -3.392  -1.984  0.090
H  -6.312  -1.140  -2.000
H  -4.624  -0.705  -1.802
H  -5.621  -0.835  -0.371
Li  2.177  -0.211  -0.032
N  -0.458  0.201  0.172
O  0.251  1.307  0.120
O  -1.231  0.004  -0.738
O  0.181  -0.702  0.721
C  -2.379  1.819  -4.397
C  -1.068  1.351  -3.804
C  -0.428  -0.006  -4.327
O  0.747  0.481  -4.851
C  0.964  1.717  -4.694
O  1.981  2.306  -4.982
O  -0.054  2.351  -4.070
H  -2.746  2.781  -4.267
H  -3.155  1.078  -3.868
H  -2.502  1.598  -5.440
H  -1.078  1.315  -2.762
H  -1.112  -0.359  -5.139
H  -0.094  -0.626  -3.506
C  1.483  -1.027  4.769
C  0.384  -0.266  4.323
C  -0.933  -0.989  4.506
O  -1.813  0.064  4.895
C  -1.096  1.157  5.293
O  -1.612  2.105  5.890
O  0.051  0.982  5.095
H  2.520  -0.546  4.833
H  1.445  -1.945  4.142
H  1.343  -1.406  5.881
H  0.535  0.173  3.148
H  -1.010  -1.627  5.269
H  -1.188  -1.466  3.460
C  2.326  5.183  1.005
C  1.508  4.809  2.277
C  1.149  3.366  2.538
O  1.743  3.014  3.675
C  2.366  4.113  4.249
O  2.867  4.081  5.352
O  2.285  5.198  3.438
H  2.736  6.146  1.207
H  1.838  4.891  0.016
H  3.121  4.386  1.126
H  0.466  5.301  2.273
H  1.249  2.789  1.664
H  0.126  3.370  2.816
C  4.141  5.402  -1.998
C  3.641  4.310  -2.851
C  4.771  3.259  -3.220
O  4.483  2.146  -2.458
C  3.316  2.324  -1.757
O  2.910  1.527  -0.960
O  2.885  3.612  -1.974
H  4.723  4.975  -1.065
H  3.495  6.068  -1.475
H  4.949  5.975  -2.243
H  3.188  4.885  -3.748
H  5.758  3.452  -2.778
H  4.732  2.969  -4.119



Formula: C24H44O12
Source: OMol25
Level of theory: the ωB97M-V functional and the def2-TZVPD basis

SMILES: CCOC(C)=O.CCOC(C)=O.CCOC(C)=O.CCOC(C)=O.O=C1CCCO1.O=C1CCCO1
E_LUMO (eV): 0.482
ΔE to the lowest compared entry with this formula, charge and spin (kcal/mol): 16.2
Frontier orbital gap (eV): 10.35
HOMO (eV): -9.9

Geometry (Å):
C  -5.683  -4.925  1.012
C  -5.503  -6.343  1.643
O  -6.600  -6.753  2.392
C  -6.769  -6.330  3.644
C  -7.840  -7.070  4.352
O  -6.080  -5.455  4.213
H  -5.739  -5.071  -0.067
H  -4.844  -4.286  1.287
H  -6.513  -4.331  1.396
H  -5.379  -7.102  0.870
H  -4.470  -6.298  1.987
H  -8.244  -6.562  5.227
H  -7.630  -8.115  4.579
H  -8.804  -7.221  3.866
C  9.586  1.176  1.172
C  10.215  2.265  0.372
O  9.446  3.492  0.541
C  9.833  4.524  1.318
C  8.759  5.670  1.391
O  10.813  4.643  2.010
H  8.762  0.822  0.553
H  9.289  1.502  2.170
H  10.285  0.353  1.320
H  11.198  2.523  0.765
H  10.376  1.984  -0.669
H  8.755  6.092  2.397
H  7.740  5.287  1.343
H  8.905  6.462  0.656
C  0.923  -1.738  -1.964
C  1.382  -1.673  -0.483
O  1.205  -0.307  -0.116
C  2.202  0.663  0.103
C  1.584  2.078  0.032
O  3.453  0.512  0.000
H  1.361  -0.992  -2.626
H  -0.067  -1.288  -2.047
H  0.893  -2.728  -2.420
H  0.715  -2.264  0.145
H  2.416  -1.991  -0.345
H  0.541  2.018  -0.278
H  2.255  2.524  -0.703
H  1.748  2.606  0.971
C  -2.205  -11.122  -11.694
C  -0.817  -10.670  -12.076
O  -0.236  -9.646  -11.183
C  -0.080  -9.798  -9.831
C  0.597  -8.692  -8.952
O  -0.445  -10.801  -9.205
H  -2.428  -11.845  -12.480
H  -2.982  -10.359  -11.726
H  -2.068  -11.719  -10.792
H  -0.056  -11.445  -11.981
H  -0.837  -10.173  -13.046
H  -0.092  -7.847  -8.963
H  1.585  -8.426  -9.328
H  0.639  -9.150  -7.964
O  0.459  12.423  3.241
C  1.020  11.484  3.830
C  0.412  10.112  4.357
C  1.710  9.427  4.653
C  2.667  10.491  5.109
O  2.232  11.569  4.285
H  -0.093  10.310  5.302
H  -0.206  9.750  3.535
H  1.516  8.652  5.394
H  2.058  8.967  3.728
H  2.496  10.818  6.134
H  3.704  10.226  4.902
O  -5.338  6.665  6.322
C  -5.669  5.794  5.528
C  -6.959  5.569  4.669
C  -6.487  4.699  3.535
C  -5.291  3.907  4.133
O  -4.874  4.788  5.180
H  -7.532  4.932  5.343
H  -7.306  6.536  4.306
H  -7.211  4.008  3.104
H  -6.182  5.415  2.772
H  -5.616  2.943  4.527
H  -4.563  3.856  3.324



What did the third record say?
Formula: C24H44F5INO9P
Source: OMol25
Level of theory: the ωB97M-V functional and the def2-TZVPD basis

SMILES: NCCO[P@@](=O)(OCC(=O)I)OC(F)(F)c1cccc(C(F)(F)F)c1.CC(C)O.CC(C)O.CC(C)O.CC(C)O
E_LUMO (eV): -0.880
Frontier orbital gap (eV): 8.69
HOMO (eV): -9.6

Geometry (Å):
N  3.504  -1.853  0.752
C  3.379  -0.795  1.854
C  4.350  0.509  1.640
O  5.011  0.573  0.314
P  4.036  1.558  -0.797
O  4.205  3.054  -0.286
O  4.756  1.475  -2.380
C  5.263  0.131  -2.699
C  4.801  -0.378  -4.223
O  4.763  -1.689  -4.493
I  4.241  0.995  -5.833
O  2.415  0.931  -0.687
C  1.472  1.651  -1.557
F  1.837  1.676  -2.994
F  1.121  3.020  -1.036
C  0.039  0.792  -1.474
C  -0.445  0.407  0.071
C  -1.808  -0.481  0.406
C  -2.694  -0.966  -0.925
C  -2.207  -0.577  -2.459
C  -3.110  -1.130  -3.737
F  -3.679  0.012  -4.489
F  -2.161  -1.974  -4.549
F  -4.113  -2.073  -3.181
C  -0.832  0.315  -2.778
H  2.916  -1.558  -0.084
H  2.961  -2.683  1.137
H  3.456  -1.281  2.941
H  2.254  -0.402  1.786
H  3.656  1.464  1.713
H  5.159  0.550  2.486
H  4.923  -0.716  -1.967
H  6.450  0.226  -2.769
H  0.207  0.727  1.019
H  -2.133  -0.784  1.509
H  -3.664  -1.586  -0.691
H  -0.474  0.584  -3.859
C  1.888  5.820  -0.481
C  0.732  6.303  0.379
C  0.324  7.722  0.014
O  1.114  6.261  1.752
H  2.772  6.451  -0.341
H  2.179  4.802  -0.198
H  1.620  5.825  -1.542
H  -0.125  5.631  0.257
H  1.153  8.421  0.172
H  -0.501  8.061  0.649
H  0.009  7.784  -1.032
H  1.874  6.855  1.870
C  -3.995  -1.137  5.279
C  -2.480  -1.011  5.231
C  -1.993  0.143  6.092
O  -2.066  -0.802  3.883
H  -4.476  -0.230  4.897
H  -4.332  -1.964  4.645
H  -4.344  -1.315  6.301
H  -2.022  -1.945  5.573
H  -2.403  1.096  5.739
H  -0.902  0.230  6.038
H  -2.282  0.004  7.138
H  -2.469  0.025  3.571
C  -4.499  -0.723  -8.142
C  -3.952  -2.065  -8.603
C  -4.980  -3.172  -8.426
O  -2.783  -2.381  -7.852
H  -4.758  -0.749  -7.078
H  -3.745  0.062  -8.264
H  -5.391  -0.443  -8.712
H  -3.658  -2.000  -9.656
H  -5.256  -3.285  -7.372
H  -4.568  -4.134  -8.750
H  -5.885  -2.965  -9.004
H  -3.035  -2.440  -6.915
C  0.728  -5.108  5.616
C  1.548  -3.871  5.947
C  1.454  -3.522  7.423
O  1.079  -2.772  5.170
H  -0.332  -4.946  5.838
H  0.796  -5.341  4.548
H  1.075  -5.976  6.186
H  2.596  -4.041  5.675
H  0.419  -3.304  7.709
H  2.039  -2.623  7.644
H  1.823  -4.342  8.047
H  0.149  -2.615  5.405